The following is a DFT calculation (ωB97M-V/def2-TZVPD) of a structure of composition C44H61N2O4P2S6SbSi3TeTi.

Properties
⟨S²⟩: 0.75
Frontier orbital gap (spin up / spin down) (eV): 6.232 / 6.231
ΔE to the lowest compared entry with this formula, charge and spin (eV): 1.020
Charge: -1
Maximum force (eV/Å): 0.9
Spin multiplicity: 2

Positions of all 125 atoms, in Å:
Ti  -0.23312  -0.95573  0.88728
N  -1.66763  -1.75186  3.57374
P  -1.17187  -2.88086  2.22112
C  -2.87753  -3.41008  1.88735
C  -3.68644  -4.04580  2.82496
C  -5.02252  -4.28782  2.54333
C  -5.56204  -3.89361  1.32591
C  -4.76264  -3.25405  0.39088
C  -3.42613  -3.01696  0.67222
C  -0.44180  -4.11385  3.37015
C  -0.80572  -5.45673  3.31841
C  -0.26810  -6.36731  4.21436
C  0.66538  -5.95395  5.15506
C  1.05343  -4.62421  5.19446
C  0.49637  -3.70723  4.31351
C  -0.85707  -0.75665  3.97251
C  -1.00151  -0.13121  5.23416
C  -0.04835  0.75455  5.65412
C  1.05052  1.03798  4.83364
C  1.07373  0.45940  3.58892
N  0.13514  -0.38160  3.13823
H  -2.45790  -1.93384  4.17524
H  -3.27442  -4.35279  3.77959
H  -5.64679  -4.77844  3.28024
H  -6.60884  -4.07325  1.11397
H  -5.18054  -2.91761  -0.55005
H  -2.80734  -2.48909  -0.04415
H  -1.49049  -5.79746  2.55327
H  -0.56241  -7.40814  4.15815
H  1.10140  -6.67026  5.84076
H  1.80152  -4.29412  5.90460
H  0.82513  -2.67756  4.34723
H  -1.85493  -0.38524  5.84752
H  -0.14026  1.22293  6.62664
H  1.83915  1.70905  5.14200
H  1.88392  0.66488  2.89889
S  2.61680  -5.10974  0.96507
C  1.43289  -3.95401  0.94818
S  1.81699  -2.31366  1.40929
S  -0.17973  -4.29459  0.38041
C  -4.12191  4.57403  0.42758
C  -4.30848  3.23423  1.09931
O  -3.13420  2.45101  0.85146
P  -3.06600  0.88065  1.20235
O  -1.56345  0.60668  1.17913
Te  -4.39157  0.36470  3.07675
O  -3.73890  0.17848  -0.06954
C  -3.50859  0.67714  -1.40258
C  -4.78615  1.25554  -1.96448
H  -5.00944  5.19083  0.58021
H  -3.96413  4.45152  -0.64566
H  -3.26005  5.09730  0.84223
H  -5.18684  2.71411  0.70996
H  -4.44355  3.32946  2.17690
H  -3.18016  -0.17637  -1.98627
H  -2.70407  1.41045  -1.39084
H  -5.58597  0.51486  -1.91573
H  -4.63625  1.53430  -3.00984
H  -5.10099  2.14162  -1.41146
C  3.93853  3.73603  -4.55083
Si  2.58754  2.43059  -4.67960
C  3.06121  1.15220  -5.96756
C  0.98895  3.27504  -5.17876
Sb  1.83138  1.49872  0.10187
Si  1.17467  3.83129  0.93864
C  -0.40395  4.28719  0.03186
C  0.85015  3.90969  2.78293
C  2.49355  5.10910  0.49523
Si  4.35918  1.56586  0.50260
C  5.27808  2.85335  -0.52622
C  4.63379  1.93338  2.32937
C  5.00615  -0.14094  0.07843
H  4.07923  4.26042  -5.49920
H  4.89553  3.28915  -4.26959
H  3.68904  4.48454  -3.79305
H  3.14704  1.60918  -6.95668
H  2.30621  0.36442  -6.02185
H  4.01771  0.67883  -5.73216
H  1.16763  3.88977  -6.06652
H  0.60761  3.92413  -4.38821
H  0.20840  2.54895  -5.40981
H  -1.19159  3.55577  0.22000
H  -0.26486  4.37245  -1.04845
H  -0.74749  5.26248  0.39405
H  0.07188  3.20163  3.07409
H  0.50948  4.91781  3.04122
H  1.74018  3.69284  3.37703
H  2.84645  4.99858  -0.53253
H  3.35959  5.03973  1.15816
H  2.07567  6.11597  0.59718
H  4.93788  3.87151  -0.33804
H  5.19748  2.65924  -1.59742
H  6.34112  2.80140  -0.26611
H  4.10423  2.83143  2.65580
H  5.70033  2.07978  2.52538
H  4.29726  1.09547  2.94514
H  4.93781  -0.32660  -0.99726
H  4.42133  -0.91977  0.57558
H  6.05446  -0.24851  0.37337
O  -0.22637  -1.23602  -0.93825
C  0.04293  -1.32073  -2.31697
C  -1.27682  -1.49021  -3.04613
C  -2.21226  -2.43326  -2.74258
C  -3.34537  -2.37755  -3.59594
C  -3.23622  -1.40191  -4.54226
S  -1.75916  -0.55002  -4.39747
C  0.74060  -0.01737  -2.68840
C  2.01493  0.15683  -3.03787
C  2.50164  1.57281  -2.98000
C  1.56512  2.22826  -1.96478
S  -0.07367  1.54058  -2.37535
C  0.91144  -2.52161  -2.68701
C  0.67388  -3.42352  -3.68756
C  1.69173  -4.40483  -3.81084
C  2.68572  -4.22526  -2.89933
S  2.39132  -2.88421  -1.89238
H  -2.05853  -3.14915  -1.94531
H  -4.20166  -3.03231  -3.51218
H  -3.94718  -1.13874  -5.30918
H  2.67047  -0.66241  -3.28922
H  3.53671  1.59030  -2.61662
H  1.53616  3.31763  -2.00342
H  -0.21161  -3.39907  -4.30545
H  1.66472  -5.22221  -4.51754
H  3.54710  -4.84810  -2.71670

Atomic partial charges in e from the Löwdin method, atoms 1 to 5: number 1, Ti, carries 0.54; number 2, N, carries -0.11; number 3, P, carries 0.81; number 4, C, carries -0.36; number 5, C, carries -0.10

=====

The following is a DFT calculation (ωB97M-V/def2-TZVPD) of a structure of composition C44H61N8O2S3SeV.

Properties
⟨S²⟩: 3.76
Frontier orbital gap (spin up / spin down) (eV): 5.987 / 6.074
ΔE to the lowest compared entry with this formula, charge and spin (eV): 0.368
Charge: -1
Maximum force (eV/Å): 0.8
Spin multiplicity: 4

Positions of all 120 atoms, in Å:
V  1.25698  0.42116  1.29821
C  1.35172  -5.49844  -3.19503
C  1.34142  -4.20777  -4.01371
C  0.13779  -4.25624  -4.96439
C  2.63274  -4.15361  -4.84003
C  1.24862  -2.97130  -3.12214
C  1.19109  -3.02181  -1.74234
C  1.12977  -1.85628  -0.99497
Se  0.76947  -1.98534  0.88805
C  -1.13549  -1.83307  0.76182
C  -1.87871  -2.97065  0.48154
C  -3.25393  -2.90475  0.35930
C  -3.82973  -1.65943  0.61980
C  -3.13923  -0.49977  0.94099
C  -1.70391  -0.53814  0.92330
O  -0.95525  0.51174  1.09316
C  -4.00663  0.72725  1.29130
C  -4.85933  1.11671  0.07580
C  -3.24164  1.97150  1.73783
C  -4.93910  0.35289  2.45831
C  -4.13250  -4.09407  -0.01834
C  -3.30165  -5.35075  -0.27397
C  -4.91252  -3.76772  -1.29915
C  -5.12768  -4.39416  1.11027
C  1.15739  -0.56709  -1.56224
O  1.21728  0.50728  -0.80697
C  1.10447  -0.51230  -2.99171
C  1.17821  -1.70131  -3.70117
C  0.82887  0.80482  -3.72237
C  0.79849  0.63749  -5.24555
C  -0.55819  1.30245  -3.28993
C  1.87960  1.87352  -3.41023
H  1.42779  -6.35857  -3.86452
H  0.43792  -5.61014  -2.60769
H  2.19981  -5.53147  -2.50865
H  0.17228  -5.15648  -5.58478
H  0.11777  -3.39311  -5.63111
H  -0.79656  -4.26131  -4.39966
H  2.71766  -5.03308  -5.48490
H  3.50581  -4.11969  -4.18567
H  2.65986  -3.26612  -5.47451
H  1.18272  -3.96891  -1.21798
H  -1.34773  -3.90374  0.34130
H  -4.91157  -1.59178  0.57455
H  -4.21938  1.36243  -0.77387
H  -5.46691  1.99590  0.30897
H  -5.53229  0.31315  -0.22961
H  -2.70722  2.43884  0.91759
H  -2.51541  1.76984  2.52082
H  -3.96621  2.70129  2.11383
H  -5.56424  -0.51325  2.24149
H  -5.59602  1.19420  2.69398
H  -4.35147  0.12657  3.35198
H  -2.58180  -5.19658  -1.08024
H  -3.95902  -6.17441  -0.56281
H  -2.75006  -5.65788  0.61661
H  -4.22815  -3.54768  -2.12045
H  -5.55574  -2.89726  -1.16189
H  -5.54390  -4.61217  -1.59003
H  -4.59929  -4.63172  2.03566
H  -5.76404  -5.24426  0.84833
H  -5.77595  -3.53891  1.30696
H  1.16257  -1.65154  -4.78111
H  -0.00048  -0.03268  -5.56908
H  1.74597  0.25700  -5.63405
H  0.61622  1.61190  -5.70483
H  -1.33011  0.59569  -3.60246
H  -0.77592  2.27190  -3.74818
H  -0.61686  1.39569  -2.20843
H  2.87904  1.54064  -3.70220
H  1.88677  2.10173  -2.35286
H  1.64989  2.78915  -3.96278
N  -0.88581  -0.83200  4.02909
C  -0.24869  0.35527  4.23430
N  0.64689  0.84176  3.42485
C  1.14672  2.03598  3.92843
C  0.65545  2.43146  5.11824
S  -0.52455  1.29389  5.65571
C  2.09144  2.75560  3.07973
C  3.00340  3.68735  3.42191
S  3.87944  4.18251  2.01556
C  2.93523  3.10626  1.06186
N  2.05313  2.42724  1.73813
N  3.03000  2.97456  -0.29103
H  -0.97114  -1.12494  3.06319
H  -1.72648  -0.98633  4.56050
H  0.84228  3.35474  5.63663
H  3.24260  4.05995  4.40208
H  3.94984  3.10682  -0.68300
H  2.60080  2.09946  -0.59562
C  4.41678  0.08856  -0.71549
C  4.44843  0.10688  0.78550
C  5.59493  0.21342  1.54649
C  5.22053  -0.08411  2.87960
C  3.86648  -0.34476  2.85091
C  3.05088  -0.83411  4.01297
N  3.36395  -0.20339  1.57759
H  5.14111  0.80038  -1.12562
H  3.43990  0.31719  -1.13297
H  4.68959  -0.89893  -1.10116
H  6.58787  0.41007  1.16602
H  5.85986  -0.14836  3.74894
H  3.61714  -1.59038  4.56285
H  2.12158  -1.30535  3.68820
H  2.78544  -0.04628  4.72564
C  1.93607  7.87870  2.02352
C  0.62839  7.35750  2.60525
C  0.20166  6.02771  2.06304
N  -0.42316  5.14703  2.76026
N  -0.73737  4.00300  2.06127
C  -0.32566  4.05899  0.82643
N  -0.52030  3.08419  -0.09741
S  0.47568  5.54025  0.42148
H  2.21331  8.82374  2.49253
H  1.85680  8.05750  0.94928
H  2.74818  7.16801  2.17775
H  -0.16893  8.08720  2.43411
H  0.70679  7.23254  3.68689
H  -0.75617  2.14838  0.25399
H  0.08555  3.07885  -0.90150

Atomic partial charges in e from the Löwdin method, atoms 1 to 5: number 1, V, carries 0.60; number 2, C, carries -0.07; number 3, C, carries -0.56; number 4, C, carries -0.05; number 5, C, carries -0.05